(1)
Molecular formula: C4H7NO2
Method: DFT, ωB97M-V/def2-TZVPD

As for the SMILES: [H]/N=C1/CO[C@H](C)O1. The orbital gap comes out at 11.171 eV.

Positions of all 14 atoms, in Å:
C  1.97  0.50  -0.20
C  0.75  -0.03  0.51
O  -0.16  1.01  0.76
C  -1.46  0.48  0.59
C  -1.23  -0.63  -0.41
N  -2.09  -1.15  -1.18
O  0.08  -0.96  -0.34
H  2.69  -0.31  -0.37
H  2.43  1.29  0.38
H  1.65  0.90  -1.17
H  1.00  -0.56  1.45
H  -2.13  1.25  0.21
H  -1.86  0.07  1.52
H  -1.64  -1.86  -1.75

***

(2)
Molecular formula: C41H66BrCsF5GeN3O5PS3Si3Te
Method: DFT, ωB97M-V/def2-TZVPD

The spin multiplicity is 2. The charge is -2. The orbital gap (spin up / spin down) comes out at 5.528 / 6.569 eV.

Positions of all 131 atoms, in Å:
Cs  -0.52  -3.80  -1.70
S  -0.74  1.86  0.54
C  0.11  3.15  -0.16
N  0.31  4.31  0.61
C  0.66  5.52  -0.09
C  1.78  5.20  -1.05
N  1.33  4.20  -1.99
C  2.18  4.05  -3.17
C  3.63  3.86  -2.81
C  4.58  4.85  -3.05
C  5.90  4.69  -2.63
C  6.28  3.53  -1.97
C  5.34  2.53  -1.74
C  4.03  2.70  -2.15
C  0.64  3.09  -1.48
S  0.36  1.76  -2.48
C  -0.39  4.52  1.86
C  0.53  5.09  2.92
C  1.82  4.59  3.06
C  2.67  5.09  4.03
C  2.23  6.09  4.89
C  0.95  6.60  4.76
C  0.11  6.10  3.78
H  1.00  6.26  0.63
H  -0.19  5.93  -0.65
H  2.65  4.85  -0.47
H  2.08  6.09  -1.61
H  2.06  4.95  -3.79
H  1.81  3.19  -3.71
H  4.29  5.76  -3.56
H  6.62  5.47  -2.83
H  7.30  3.41  -1.64
H  5.63  1.62  -1.24
H  3.30  1.91  -1.98
H  -0.76  3.55  2.17
H  -1.26  5.18  1.73
H  2.15  3.81  2.39
H  3.68  4.70  4.13
H  2.89  6.48  5.66
H  0.61  7.39  5.41
H  -0.90  6.50  3.67
O  0.37  -1.31  1.19
H  1.06  -1.83  0.70
H  0.20  -0.48  0.69
O  -2.94  -0.05  -0.35
H  -2.12  0.46  -0.54
H  -2.95  -0.81  -0.94
O  2.68  -0.62  -2.97
H  2.00  0.04  -2.77
H  2.69  -1.24  -2.23
O  -2.31  -1.89  1.61
H  -2.54  -1.09  1.08
H  -2.44  -2.62  0.96
S  -2.15  -6.71  -0.73
C  -2.59  -7.38  0.73
N  -2.79  -7.96  1.71
F  -2.40  -5.00  -2.77
Te  -3.75  -4.78  -1.14
F  -4.90  -6.13  -1.90
F  -5.33  -3.78  -0.60
F  -4.39  -5.54  0.56
F  -4.45  -3.86  -2.72
O  -2.64  -3.51  -0.51
Br  2.32  -3.10  -0.50
C  -2.87  -1.71  -4.22
P  -1.04  -1.47  -4.16
C  -0.89  0.03  -5.22
C  0.20  0.19  -6.07
C  0.33  1.34  -6.83
C  -0.61  2.35  -6.75
C  -1.68  2.21  -5.88
C  -1.82  1.07  -5.12
C  -0.61  -2.76  -5.40
C  -1.10  -2.76  -6.70
C  -0.82  -3.81  -7.57
C  -0.04  -4.88  -7.14
C  0.46  -4.89  -5.85
C  0.18  -3.83  -4.99
H  -3.35  -1.05  -3.49
H  -3.08  -2.74  -3.93
H  -3.27  -1.52  -5.21
H  0.95  -0.59  -6.11
H  1.19  1.45  -7.50
H  -0.51  3.24  -7.36
H  -2.41  3.01  -5.79
H  -2.64  0.98  -4.42
H  -1.71  -1.93  -7.05
H  -1.21  -3.79  -8.58
H  0.16  -5.70  -7.81
H  1.07  -5.72  -5.51
H  0.59  -3.84  -3.99
C  -4.18  -0.93  3.75
Si  -2.46  -0.27  4.16
C  -2.25  -0.35  6.06
C  -2.38  1.56  3.70
Ge  -0.66  -1.67  3.25
Si  1.62  -0.94  3.84
C  1.99  0.83  3.30
C  1.75  -0.96  5.75
C  2.98  -2.09  3.20
Si  -0.98  -4.04  3.63
C  0.48  -5.04  2.97
C  -0.90  -4.12  5.54
C  -2.64  -4.74  3.10
H  -4.93  -0.57  4.46
H  -4.19  -2.02  3.75
H  -4.47  -0.62  2.75
H  -3.03  0.23  6.56
H  -1.29  0.07  6.36
H  -2.29  -1.37  6.43
H  -3.29  2.07  4.00
H  -2.26  1.67  2.62
H  -1.53  2.05  4.18
H  1.45  1.56  3.91
H  1.68  0.99  2.26
H  3.06  1.05  3.37
H  0.97  -0.35  6.20
H  2.72  -0.57  6.08
H  1.65  -1.98  6.14
H  2.97  -2.16  2.11
H  2.86  -3.10  3.60
H  3.97  -1.72  3.50
H  1.34  -4.97  3.63
H  0.79  -4.67  1.98
H  0.21  -6.09  2.86
H  -0.10  -3.49  5.93
H  -0.72  -5.14  5.89
H  -1.84  -3.78  5.98
H  -2.82  -4.58  2.04
H  -3.47  -4.27  3.64
H  -2.69  -5.82  3.27

***

(3)
Molecular formula: C18H16N4O2S
Method: DFT, ωB97M-V/def2-TZVPD

As for the SMILES: Cc1cc(=O)[nH]c(SCC(=O)N(CCC#N)c2ccccc2)c1C#N. The orbital gap comes out at 8.644 eV.

Positions of all 41 atoms, in Å:
C  -3.89  -2.27  -0.05
C  -3.25  -0.94  0.18
C  -3.84  0.22  -0.22
C  -3.24  1.51  0.01
O  -3.67  2.59  -0.31
N  -2.01  1.45  0.69
C  -1.37  0.32  1.05
C  -1.98  -0.90  0.82
C  -1.33  -2.10  1.18
N  -0.85  -3.10  1.46
S  0.19  0.38  1.86
C  0.95  1.92  1.21
C  2.30  1.62  0.57
O  3.32  2.12  1.01
N  2.30  0.79  -0.50
C  1.13  0.30  -1.14
C  0.85  -1.06  -1.15
C  -0.28  -1.53  -1.80
C  -1.14  -0.64  -2.42
C  -0.86  0.71  -2.42
C  0.28  1.19  -1.79
H  0.52  2.24  -1.82
H  -1.52  1.41  -2.92
H  -2.02  -1.01  -2.92
H  -0.48  -2.59  -1.80
H  1.51  -1.75  -0.64
C  3.59  0.49  -1.12
H  3.39  -0.07  -2.03
H  4.08  1.44  -1.36
C  4.53  -0.30  -0.19
C  4.05  -1.63  0.07
N  3.65  -2.69  0.25
H  5.51  -0.38  -0.67
H  4.64  0.24  0.75
H  1.13  2.59  2.05
H  0.29  2.38  0.49
H  -1.63  2.36  0.93
H  -4.79  0.22  -0.72
H  -4.84  -2.16  -0.57
H  -4.06  -2.77  0.90
H  -3.23  -2.90  -0.64

***

The energy above the lowest of the compared OMol25 structures with the same formula, charge and spin results, record by record, are as follows: 108.6; 168.7; 153.7 kJ/mol.